Here is a molecular structure, C25H30N3O3 at a distorted geometry from the OMol25 dataset. Energies are from the ωB97M-V functional and the def2-TZVPD basis.

## Properties
- Gap between HOMO and LUMO: 5.41 eV
- Energy: -1360.1163 hartree
- Total charge: +1
- Energy relative to the best compared isomer or geometry (same formula, charge and spin): 8.114 eV
- HOMO: -8.619 eV
- 2S+1: 1

Geometry as XYZ:
```
61
Properties=species:S:1:pos:R:3:nbo_charge:R:1
O -6.1929 2.0327 0.3097 -0.521
O 4.4783 -0.6818 -1.0331 -0.516
O 0.8958 2.2505 -0.6762 -0.530
N 1.2813 0.0116 2.2009 -0.333
N -3.5018 1.0582 0.1966 -0.368
N 2.3729 0.2342 0.3348 -0.328
C 1.0226 -3.0725 0.5323 -0.228
C 0.5173 3.6419 -0.8452 -0.256
C -5.7467 0.9935 1.1802 -0.074
C 2.0728 2.2254 -2.8218 -0.323
C 1.8176 1.7179 -1.5363 0.340
C -1.0795 -4.9182 0.5587 -0.204
C 0.2457 -5.3632 0.6457 -0.202
C 3.7441 0.2555 -1.6896 0.413
C 1.2009 -0.2735 0.8862 0.338
C -0.5812 -1.1754 0.5722 -0.139
C -1.3592 -3.5593 0.4958 -0.217
C -1.8740 -0.7168 0.2949 -0.418
C -3.8088 2.4248 -0.2303 -0.240
C 2.5750 0.4372 2.5269 -0.051
C -0.3032 -2.5763 0.5518 -0.036
C 1.2965 -4.4347 0.6224 -0.206
C 5.6710 -1.2633 -1.6262 -0.258
C 3.2549 0.5712 1.3703 -0.023
C -2.2246 0.6368 0.1482 0.120
C -4.5868 0.1682 0.6333 -0.259
C -5.2626 2.5447 -0.6429 -0.077
C 4.0170 0.7632 -2.9777 -0.337
C 2.5896 0.6758 -1.0225 -0.027
C 3.1779 1.7412 -3.5223 -0.138
C 0.3691 -0.1866 3.3160 -0.409
H 1.3977 4.2648 -1.0566 0.203
H 4.2453 0.9609 1.1699 0.251
H -4.2382 -0.5143 1.4197 0.229
H 2.3319 -4.7716 0.6915 0.222
H 0.5176 0.6649 3.9929 0.222
H 4.8600 0.3546 -3.5502 0.238
H -2.6615 -1.4697 0.0529 0.238
H -0.6749 -0.2636 2.9983 0.252
H 0.6669 -1.0721 3.8887 0.228
H 5.4348 -1.8812 -2.5058 0.195
H -4.9669 -0.4413 -0.2089 0.208
H -1.4571 1.3911 -0.1215 0.212
H 2.8503 0.6448 3.5573 0.248
H -5.4049 2.0377 -1.6141 0.176
H -2.4025 -3.2398 0.4118 0.198
H 0.0643 3.9294 0.1077 0.207
H -0.2116 3.7391 -1.6634 0.185
H -5.5437 3.6021 -0.7401 0.211
H -3.5958 3.1351 0.5838 0.200
H -6.6464 0.3748 1.3223 0.212
H 6.0796 -1.8916 -0.8321 0.213
H 3.3919 2.1396 -4.5164 0.235
H 0.4442 -6.4273 0.7409 0.222
H 1.4109 2.9903 -3.2497 0.236
H -3.1620 2.6551 -1.0845 0.214
H 0.3222 -0.0326 0.1763 0.268
H 6.4042 -0.4933 -1.9047 0.191
H 1.8452 -2.3567 0.4662 0.199
H -5.4668 1.4338 2.1548 0.174
H -1.9138 -5.6261 0.5603 0.224
```